# 1
Density functional theory data (ωB97M-V/def2-TZVPD) for a molecular structure, C33H52CuN3O2P2 in a non-equilibrium geometry.

Computed properties:
Charge: +1
Spin multiplicity: 2
LUMO level (spin up / spin down), eV: -2.75 / -3.56

Structure (XYZ):
```
93
Properties=species:S:1:pos:R:3:forces:R:3
C 1.15982 2.32806 -0.25270 -0.237 -0.199 -0.136
C 0.29792 1.09768 -2.03590 0.779 -0.473 0.087
C 1.57667 3.28732 -1.15323 0.345 0.701 -0.363
C 1.02458 1.86824 -2.97076 -0.523 0.183 0.086
C 1.57216 3.06410 -2.53445 -0.548 -0.101 0.905
H 1.90357 4.21935 -0.70919 0.237 0.082 -0.350
H 0.96983 1.56457 -4.01778 -0.035 0.351 0.239
H 1.84341 3.87449 -3.19375 0.421 -0.226 -0.225
N 0.51402 1.23663 -0.67956 -0.644 0.726 -0.895
P 1.40330 0.99634 2.25175 0.623 0.753 -0.090
P -1.81427 -0.64770 -1.44543 -0.897 -0.286 0.121
C 1.42483 2.56350 1.21565 0.323 -0.147 0.874
H 2.38857 3.08160 1.34078 -0.215 -0.169 -0.180
H 0.70036 3.24931 1.68562 -0.055 -0.285 -0.496
C -1.08436 -0.96071 1.99277 -3.098 -2.709 1.961
O -1.70463 -1.66307 2.67938 2.067 2.206 -1.808
C -0.67046 0.16033 -2.55640 2.810 -2.170 1.233
H -0.30054 -0.45839 -3.37933 -0.171 0.647 -0.296
C -2.05914 -2.61447 -1.88096 0.418 1.341 -0.365
C -3.13276 0.45212 -2.35177 0.612 -0.615 0.394
C 3.22989 0.46808 2.23961 -0.407 0.200 0.376
C 0.81564 1.62635 3.95818 0.605 -0.172 -0.388
C -1.66665 -3.46204 -0.65705 0.106 0.193 0.009
H -2.22995 -3.19729 0.25070 0.157 0.064 -0.290
H -1.90386 -4.51917 -0.87525 0.156 0.357 0.005
H -0.59095 -3.38153 -0.44504 -0.334 -0.054 0.025
C -3.53566 -2.86556 -2.18468 0.046 -0.198 -0.155
H -4.17777 -2.58560 -1.34204 0.137 0.007 -0.155
H -3.86349 -2.34742 -3.09034 0.001 -0.095 0.215
H -3.68729 -3.94069 -2.34769 0.057 0.099 -0.010
C -1.16783 -2.99829 -3.07481 -0.161 -0.344 -0.108
H -1.35054 -4.06731 -3.29231 0.151 0.333 -0.033
H -1.42122 -2.43307 -3.98715 0.070 -0.202 0.319
H -0.08189 -2.89118 -2.88281 -0.555 0.052 0.067
C -4.48228 0.22383 -1.71290 -0.470 0.211 -0.102
H -4.39865 0.25770 -0.62254 -0.043 0.068 -0.080
H -5.15063 1.02776 -2.03315 -0.206 -0.101 0.064
H -4.91886 -0.73019 -1.99773 -0.071 0.115 0.016
C -2.70464 1.91948 -2.09012 0.207 0.113 0.062
H -2.53072 2.09421 -1.01046 -0.182 -0.037 -0.487
H -1.78116 2.18869 -2.62692 -0.456 -0.085 0.175
H -3.47099 2.61977 -2.46280 0.008 -0.361 0.203
C -3.05462 0.10094 -3.84911 -0.235 0.248 -0.739
H -2.12327 -0.39276 -4.17255 -0.585 0.207 0.288
H -3.86701 -0.55225 -4.19274 -0.003 0.350 0.138
H -3.06760 1.03620 -4.42631 -0.327 -0.219 -0.062
C 0.88864 0.45401 4.95584 -0.041 0.091 0.148
H 0.42786 0.77219 5.90107 0.061 -0.045 -0.147
H 0.34246 -0.43682 4.61485 0.150 0.208 -0.029
H 1.92320 0.16651 5.18850 -0.312 0.123 -0.105
C -0.64279 2.06003 3.77788 -0.039 -0.128 0.041
H -0.74329 2.92540 3.11468 -0.036 -0.164 0.081
H -1.25859 1.25037 3.37591 0.040 0.180 0.035
H -1.04013 2.34686 4.75954 0.038 -0.040 -0.122
C 1.61845 2.81555 4.50503 -0.022 0.084 0.342
H 1.08033 3.20855 5.38264 0.138 -0.051 -0.199
H 2.61652 2.52571 4.85218 -0.306 0.123 -0.156
H 1.71687 3.64724 3.79399 -0.032 -0.249 0.088
C 3.71012 0.39141 0.78168 -0.013 0.020 -0.034
H 4.76316 0.07421 0.78094 -0.194 0.151 0.005
H 3.15498 -0.34093 0.19779 0.091 0.299 0.162
H 3.63728 1.35839 0.27160 0.133 -0.111 0.073
C 3.30611 -0.93289 2.87171 0.183 -0.057 -0.010
H 2.66382 -1.65124 2.34313 0.157 0.207 0.143
H 4.34601 -1.28143 2.80034 -0.181 -0.032 0.028
H 3.03243 -0.93819 3.93526 0.088 0.026 -0.362
C 4.15075 1.44275 2.97275 0.417 -0.153 0.062
H 4.02947 2.47272 2.62317 -0.027 -0.084 0.128
H 4.03817 1.40727 4.05923 -0.077 0.016 -0.193
H 5.19161 1.16018 2.76137 -0.134 0.053 0.043
Cu 0.00853 -0.10663 0.73755 0.115 -0.278 0.402
N 1.17370 -1.75123 0.16474 4.832 -0.872 -3.518
C 2.05701 -1.98589 -0.62625 -6.241 0.175 2.202
C 2.61585 -2.54861 -1.82676 0.878 -0.941 -0.399
C 3.26679 -3.79247 -1.65583 1.206 -0.225 -0.005
C 2.60758 -1.96286 -3.12078 -0.019 0.303 1.087
C 4.18541 -4.22182 -2.62805 0.337 0.128 -0.694
H 3.16779 -4.42081 -0.74696 0.067 0.928 -0.452
C 3.46003 -2.44974 -4.09157 0.054 0.366 -1.092
H 1.95767 -1.12217 -3.36697 0.342 -0.026 0.383
C 4.30585 -3.52271 -3.85393 0.437 -0.769 0.799
H 4.91101 -5.04497 -2.43405 -1.057 0.503 -0.072
H 3.50124 -1.91808 -5.06219 -0.104 -0.487 0.665
H 5.07798 -3.84000 -4.58802 -0.775 0.333 0.583
C -4.36155 0.52479 2.55447 -0.131 -0.218 -0.031
C -3.73743 1.67804 1.81368 1.585 0.354 -0.329
N -4.42136 2.83589 1.86117 -1.142 -0.003 0.465
O -2.63054 1.62778 1.24842 -1.291 -0.309 0.641
H -5.44877 0.64902 2.62970 0.256 -0.112 0.045
H -3.94415 0.43904 3.57135 -0.075 0.114 -0.398
H -4.13784 -0.39613 2.01306 -0.044 0.062 0.120
H -4.06802 3.64420 1.38569 0.115 0.111 -0.065
H -5.33113 2.88954 2.32368 0.692 0.035 -0.414
```
Positions in Å, forces in eV/Å.

***

# 2
Density functional theory data (ωB97M-V/def2-TZVPD) for 3 unconnected molecules or ions with the total composition C33H52F3N7O4P2S2 in a non-equilibrium geometry.

Computed properties:
Spin multiplicity: 1
LUMO level, eV: -0.69
Structure (SMILES): Cc1ccccc1Cc1cccc2c1Nc1cccc(S(=O)(=O)C(F)(F)F)c1S2.CN(C)P(=O)(N(C)C)N(C)C.CN(C)P(=O)(N(C)C)N(C)C

Structure (XYZ):
```
103
Properties=species:S:1:pos:R:3:forces:R:3
C -4.35094 -0.62738 -2.86354 0.394 -0.012 0.745
C -3.92733 -1.56089 -1.71983 -0.017 0.249 -1.115
C -4.59505 -1.58389 -0.49770 0.532 -0.221 -0.231
C -4.11994 -2.43270 0.49259 -0.553 -0.026 1.189
C -3.01429 -3.24600 0.31361 0.486 -0.266 -0.710
C -2.36362 -3.23747 -0.92072 -0.347 0.244 0.116
C -2.81117 -2.38568 -1.93665 0.134 -0.317 -0.001
C -2.01492 -2.40968 -3.25222 0.186 0.110 0.639
C -0.55059 -2.05396 -2.95083 -0.699 -0.324 -0.409
C -0.28149 -0.72535 -2.61196 0.118 0.070 -0.079
C 1.00943 -0.29605 -2.35669 0.446 0.150 0.086
C 2.05076 -1.22159 -2.40529 0.143 0.002 0.048
C 1.77078 -2.53722 -2.71448 0.068 -1.547 -0.138
C 0.48067 -2.99902 -3.00421 -0.272 1.260 -0.011
N 0.25005 -4.36063 -3.33237 0.566 0.210 0.547
C 0.82613 -5.28042 -2.43283 -0.234 -0.844 0.306
C 0.09149 -6.34214 -1.91090 -0.093 -0.438 0.309
C 0.67875 -7.22977 -1.01003 0.026 -0.345 0.189
C 2.00088 -7.10946 -0.63334 0.721 0.190 0.125
C 2.77699 -6.06510 -1.16336 -0.673 -0.578 -0.441
S 4.47686 -6.01318 -0.62695 -0.018 1.631 2.919
O 5.13204 -4.74984 -0.78375 0.020 -0.249 -1.803
O 4.47735 -6.39058 0.76288 -0.365 -1.468 -0.416
C 5.34221 -7.37542 -1.56330 -0.764 0.307 0.116
F 4.60676 -8.48913 -1.44892 0.352 0.175 -0.220
F 5.41876 -7.01729 -2.84657 0.326 -0.366 0.278
F 6.53027 -7.57658 -1.02019 -0.129 0.106 -0.438
C 2.17078 -5.17371 -2.04848 0.736 1.502 -0.574
S 3.06753 -3.78383 -2.75347 -0.218 0.135 -0.038
H -5.29967 -0.12150 -2.64393 0.264 -0.164 -0.095
H -4.41448 -1.15477 -3.82310 -0.147 0.160 0.273
H -3.55148 0.13023 -2.94468 -0.463 -0.059 -0.223
H -5.45124 -0.93237 -0.32161 0.178 -0.227 -0.045
H -4.62822 -2.47413 1.46167 0.123 0.150 -0.308
H -2.63160 -3.90906 1.08936 -0.317 0.241 -0.028
H -1.50364 -3.89257 -1.09189 -0.208 0.269 0.083
H -2.13859 -3.41483 -3.68354 0.083 0.381 -0.065
H -2.38257 -1.68951 -3.99152 -0.012 -0.274 0.230
H -1.10789 -0.01240 -2.54535 0.207 -0.267 -0.072
H 1.24951 0.74058 -2.10789 -0.239 -0.256 -0.088
H 3.08892 -0.94546 -2.20857 -0.378 0.029 0.031
H -0.72554 -4.55448 -3.50640 0.134 -0.053 0.042
H -0.95301 -6.53477 -2.16883 0.264 0.393 -0.099
H 0.11404 -8.05110 -0.56472 -0.035 0.320 -0.301
H 2.46842 -7.78706 0.08236 -0.287 0.147 -0.227
C -3.22830 -0.23086 7.42643 0.127 0.255 0.038
N -3.06562 -0.76026 6.09195 -0.152 -0.342 0.613
C -2.47748 -2.09049 6.10370 0.137 0.001 -0.546
P -3.48857 -0.12981 4.53586 -3.046 3.284 6.313
O -4.62125 -1.11354 4.27940 2.538 -1.154 -3.116
N -4.49906 1.27118 4.44031 -0.822 0.378 -0.564
C -4.87986 2.17993 5.50999 0.511 0.221 0.283
C -5.60755 1.15558 3.48802 -0.204 -0.347 0.112
N -2.06024 0.92412 4.52245 1.159 -1.531 -3.895
C -0.93873 0.35792 3.76866 -0.093 -0.044 -0.045
C -1.55807 1.74217 5.59494 -0.261 -0.340 0.849
H -2.25622 -0.13842 7.93017 -0.027 -0.001 0.074
H -3.85661 -0.88700 8.04137 -0.021 -0.042 -0.036
H -3.68647 0.75292 7.45378 0.012 0.013 -0.162
H -1.39145 -2.04773 5.93682 0.023 -0.133 0.115
H -2.91058 -2.72346 5.32527 -0.025 0.044 -0.009
H -2.64859 -2.60309 7.05244 -0.093 0.157 0.046
H -5.12149 1.66308 6.44310 0.051 0.073 0.042
H -5.77793 2.74290 5.25319 -0.002 -0.198 -0.283
H -4.12203 2.94714 5.68310 0.075 -0.078 0.229
H -6.48166 0.66572 3.93762 -0.009 -0.059 -0.154
H -5.31780 0.59645 2.60121 -0.012 -0.077 0.061
H -5.91776 2.14689 3.14760 0.189 0.075 0.147
H -0.35388 -0.35342 4.36992 0.109 0.042 -0.032
H -0.26663 1.14482 3.41587 -0.012 0.013 0.066
H -1.30043 -0.17581 2.88375 0.002 0.019 0.013
H -0.83987 1.20282 6.23080 -0.029 -0.040 -0.001
H -2.32634 2.14370 6.24722 -0.134 -0.126 -0.058
H -1.04303 2.60568 5.16426 0.007 -0.109 -0.190
C 5.48374 4.76083 -2.51020 0.034 0.310 -0.047
N 4.22917 4.20463 -2.96403 0.564 -0.288 0.136
C 4.42689 3.13851 -3.93428 -0.536 -0.011 -0.184
P 2.59085 4.53699 -2.52519 5.592 2.605 4.434
O 2.34161 3.22094 -1.80617 -2.738 -0.438 -3.074
N 2.28283 5.52759 -1.14340 -0.567 0.020 0.824
C 3.22425 6.35000 -0.39902 0.302 0.388 -0.379
C 1.27830 4.98850 -0.22079 0.122 -0.382 0.088
N 2.53109 5.97513 -3.56079 -3.552 -1.533 -1.867
C 1.90635 5.72059 -4.86055 -0.030 -0.077 0.059
C 3.52957 7.00326 -3.69680 0.853 -0.300 0.238
H 6.04074 5.20067 -3.34882 0.068 -0.006 0.031
H 6.12096 3.99031 -2.05974 -0.038 -0.051 0.001
H 5.37147 5.54453 -1.76754 -0.160 0.004 -0.036
H 4.33254 3.51370 -4.96354 0.129 -0.108 -0.049
H 3.69383 2.33867 -3.80182 -0.016 0.035 0.031
H 5.41150 2.67711 -3.83712 0.020 0.126 0.144
H 4.18905 5.85961 -0.24371 0.028 0.092 -0.013
H 2.85231 6.57425 0.60121 -0.262 -0.208 -0.089
H 3.36340 7.33028 -0.86018 0.243 -0.031 -0.082
H 1.72013 4.28299 0.49537 -0.143 -0.069 -0.027
H 0.47589 4.48230 -0.75178 0.068 -0.072 0.000
H 0.81625 5.79844 0.34912 0.153 0.144 -0.142
H 2.61392 5.28521 -5.58132 -0.034 0.072 -0.095
H 1.50234 6.64220 -5.28826 0.064 0.016 0.025
H 1.07010 5.02213 -4.75488 0.019 0.022 0.006
H 4.25933 6.77466 -4.48798 0.001 -0.054 0.020
H 4.09067 7.20255 -2.78976 -0.052 -0.174 0.097
H 3.03231 7.94142 -3.95909 -0.167 -0.115 -0.051
```
Positions in Å, forces in eV/Å.